{
  "formula": "C25H29NOS6Sn",
  "method": "wB97M-V/def2-TZVPD",
  "species": ["Sn", "C", "C", "S", "C", "C", "S", "C", "C", "S", "C", "C", "S", "H", "H", "H", "H", "H", "H", "H", "H", "H", "H", "H", "H", "H", "H", "H", "H", "C", "C", "C", "C", "C", "C", "C", "C", "C", "C", "C", "C", "C", "C", "C", "N", "H", "H", "H", "H", "H", "H", "H", "H", "H", "H", "C", "O", "C", "S", "S", "H", "H", "H"],
  "coordinates": [[0.14245, -0.74185, 0.42716], [-3.68044, -1.37987, 1.72266], [-3.25718, -0.64725, 2.98577], [-1.94317, 0.56107, 2.75734], [-2.75346, 1.85314, 1.79991], [-1.67304, 2.66515, 1.09392], [-0.73616, 1.78104, -0.18661], [-1.99332, 1.70709, -1.49054], [-1.58525, 0.75426, -2.60796], [-1.32025, -0.93479, -2.04163], [-3.00505, -1.42701, -1.58783], [-2.97456, -2.63724, -0.66329], [-2.30395, -2.29905, 0.98555], [-4.10326, -0.70334, 0.98038], [-4.44683, -2.11044, 1.98580], [-2.86541, -1.34469, 3.72777], [-4.12138, -0.15739, 3.43572], [-3.31045, 2.50751, 2.47111], [-3.45612, 1.42598, 1.08411], [-0.93011, 3.03202, 1.80186], [-2.10832, 3.53339, 0.59729], [-2.07774, 2.71663, -1.89577], [-2.95320, 1.43670, -1.05601], [-0.63540, 1.05569, -3.05183], [-2.33058, 0.75398, -3.40364], [-3.52957, -1.68080, -2.51021], [-3.52333, -0.59247, -1.11786], [-2.36483, -3.43991, -1.07891], [-3.98264, -3.03116, -0.53003], [0.72438, -4.98854, -0.75831], [1.52292, -4.82365, -1.87749], [1.99460, -3.56554, -2.21533], [1.64975, -2.45421, -1.44752], [0.78522, -2.61449, -0.36278], [0.34531, -3.88077, -0.00640], [2.25369, -1.11765, -1.68704], [3.25169, -0.93084, -2.66616], [3.87118, 0.27676, -2.77617], [3.57671, 1.30811, -1.85973], [4.27555, 2.53709, -1.86308], [4.03874, 3.46861, -0.89407], [3.10448, 3.18910, 0.12362], [2.39673, 2.01813, 0.13261], [2.59813, 1.06128, -0.87735], [1.89006, -0.12321, -0.87853], [0.39847, -5.97708, -0.46508], [1.80464, -5.67887, -2.47539], [2.64106, -3.47417, -3.07398], [-0.25977, -4.03770, 0.87469], [3.53294, -1.74372, -3.31297], [4.62917, 0.43784, -3.53206], [5.01498, 2.71191, -2.63292], [4.58167, 4.40247, -0.88608], [2.95863, 3.90761, 0.91898], [1.72360, 1.80159, 0.95218], [0.77899, 3.05592, 3.65247], [0.72362, 1.81844, 2.90358], [1.31066, 0.76711, 3.46264], [2.11263, 0.69368, 4.86255], [1.23603, -0.75408, 2.57239], [0.26649, 3.78574, 3.03207], [1.81583, 3.33891, 3.81933], [0.27379, 2.92782, 4.60712]],
  "nbo_charge": [1.437, -0.535, -0.555, 0.272, -0.555, -0.529, 0.365, -0.540, -0.552, 0.343, -0.539, -0.547, 0.323, 0.212, 0.258, 0.261, 0.256, 0.257, 0.212, 0.261, 0.260, 0.267, 0.225, 0.259, 0.267, 0.263, 0.217, 0.263, 0.264, -0.158, -0.183, -0.169, -0.048, -0.475, -0.238, 0.256, -0.252, -0.076, -0.024, -0.174, -0.187, -0.170, -0.188, 0.128, -0.583, 0.240, 0.243, 0.225, 0.231, 0.243, 0.244, 0.238, 0.244, 0.229, 0.207, -0.267, -0.556, -0.006, 0.084, -0.080, 0.187, 0.224, 0.225],
  "homo_lumo_gap_ev": 6.55,
  "charge": 2,
  "energy_ev": -100762.7075,
  "relative_energy_kj_mol": 40.67
}

{
  "formula": "C20H60N6O11",
  "method": "wB97M-V/def2-TZVPD",
  "species": ["N", "H", "H", "H", "H", "N", "O", "O", "O", "C", "C", "O", "O", "H", "H", "H", "H", "H", "H", "C", "C", "O", "O", "H", "H", "H", "H", "H", "H", "C", "C", "C", "O", "C", "N", "H", "H", "H", "H", "H", "H", "H", "H", "H", "H", "H", "C", "C", "C", "O", "C", "N", "H", "H", "H", "H", "H", "H", "H", "H", "H", "H", "H", "C", "C", "C", "O", "C", "N", "H", "H", "H", "H", "H", "H", "H", "H", "H", "H", "H", "C", "C", "C", "O", "C", "N", "H", "H", "H", "H", "H", "H", "H", "H", "H", "H", "H"],
  "coordinates": [[23.17021, -18.82056, 13.50890], [22.28615, -19.21627, 13.15420], [23.10676, -17.90335, 13.93046], [23.78735, -18.88269, 12.65106], [23.60311, -19.50134, 14.13623], [20.05074, -20.06482, 12.32554], [19.13618, -20.89487, 12.41108], [20.41847, -19.43791, 13.36382], [20.69589, -19.93840, 11.26670], [19.17919, -21.49163, 7.47008], [20.57099, -21.12135, 7.95269], [21.60467, -21.99824, 7.48150], [18.18275, -20.83314, 8.21398], [19.07300, -22.56516, 7.67369], [19.05055, -21.43813, 6.38833], [20.54092, -21.29516, 9.03264], [20.89425, -20.08851, 7.79712], [21.94207, -21.58722, 6.67964], [18.29897, -20.90401, 9.16661], [21.97330, -21.76054, 15.39065], [21.82072, -20.46753, 16.18461], [22.74000, -20.36474, 17.29077], [23.00972, -21.69186, 14.38067], [20.99860, -21.89548, 14.90890], [22.14081, -22.65078, 15.99769], [20.89206, -20.59904, 16.74353], [21.78695, -19.60826, 15.52398], [23.33185, -19.62001, 17.15862], [23.26557, -22.60720, 14.24230], [23.04518, -18.44435, 9.58865], [24.35970, -18.99877, 10.08824], [25.35318, -17.93913, 10.57675], [24.89182, -17.11243, 11.60420], [25.88740, -16.46434, 12.35815], [24.17744, -19.99077, 11.17027], [22.47295, -17.95481, 10.37728], [22.49740, -19.25438, 9.10863], [23.09828, -17.63549, 8.85475], [24.87634, -19.46427, 9.23883], [25.68614, -17.40236, 9.67704], [26.28017, -18.45912, 10.86283], [26.56329, -17.22838, 12.76420], [25.43022, -15.93748, 13.19409], [26.49249, -15.75852, 11.78370], [25.04182, -20.52711, 11.21950], [23.52446, -20.69900, 10.82720], [16.19100, -21.43609, 14.80506], [15.28476, -21.84666, 13.63578], [14.16001, -20.87822, 13.29852], [14.71968, -19.62500, 12.94712], [13.72208, -18.70103, 12.59974], [16.17744, -22.13320, 12.48028], [15.54177, -21.00669, 15.58750], [16.79660, -20.56834, 14.54141], [16.74020, -22.19048, 15.36219], [14.81421, -22.80979, 13.87100], [13.44186, -20.86646, 14.12818], [13.56102, -21.29146, 12.47852], [14.15477, -17.80604, 12.15555], [13.21208, -18.39091, 13.52441], [12.90822, -19.03967, 11.94834], [17.07613, -21.72143, 12.71069], [15.87873, -21.48316, 11.75103], [23.93446, -13.22296, 13.10782], [22.48222, -13.41388, 12.66909], [22.12501, -14.86920, 12.54141], [20.75069, -14.99258, 12.17305], [20.27128, -16.31555, 12.26790], [21.74291, -12.62286, 13.65644], [24.14868, -13.61069, 14.11331], [24.13859, -12.15790, 13.14772], [24.66038, -13.76554, 12.48968], [22.53557, -12.93055, 11.68906], [22.19987, -15.40596, 13.50212], [22.67081, -15.42497, 11.77173], [20.57660, -16.64789, 13.26609], [20.69724, -17.02617, 11.54765], [19.20330, -16.41600, 12.09388], [20.78041, -12.46040, 13.39330], [21.86613, -13.08246, 14.54863], [15.52614, -27.70168, 15.02624], [15.97396, -26.58911, 14.07694], [17.39126, -26.08631, 14.33258], [17.56843, -24.96913, 13.49684], [18.81172, -24.32812, 13.69888], [15.96215, -27.12723, 12.69955], [15.91301, -28.71632, 14.87625], [14.45518, -27.89426, 15.09366], [15.97654, -27.47979, 16.00423], [15.29005, -25.73852, 14.05340], [18.11375, -26.89675, 14.17457], [17.50086, -25.75323, 15.37527], [19.13473, -23.71870, 12.85850], [19.63552, -25.02540, 13.89649], [18.70724, -23.70698, 14.59505], [15.34591, -27.92250, 12.61906], [16.86613, -27.41556, 12.35311]],
  "mulliken_charge": [0.166, -0.007, 0.311, 0.130, 0.423, 0.679, -0.625, -0.742, -0.420, -0.450, 0.108, -0.565, -0.512, 0.293, 0.315, -0.051, 0.229, 0.314, 0.305, 0.030, -0.323, -0.575, -0.563, -0.078, 0.541, 0.330, 0.063, 0.309, 0.292, -0.568, 0.227, -1.125, 0.010, -0.945, -0.681, -0.096, -0.110, 0.529, 0.504, 0.432, 0.469, 0.416, 0.183, 0.297, 0.262, 0.221, -1.354, 0.777, -1.077, -0.193, -0.848, -0.529, 0.412, 0.349, 0.256, 0.011, 0.497, 0.444, 0.236, 0.325, 0.315, 0.142, 0.313, -1.397, 0.231, 0.001, -0.398, -0.296, -0.672, 0.374, 0.361, 0.267, 0.332, 0.021, 0.147, 0.186, -0.005, 0.338, 0.265, 0.240, -1.465, 0.894, -0.925, -0.258, -0.776, -0.636, 0.385, 0.385, 0.334, -0.074, 0.381, 0.406, 0.194, 0.473, 0.215, 0.224, 0.223],
  "homo_lumo_gap_ev": 8.01,
  "charge": 0,
  "energy_ev": -53168.0447,
  "relative_energy_kj_mol": 192.24
}

{
  "formula": "C3H7NO2",
  "method": "wB97M-V/def2-TZVPD",
  "species": ["C", "C", "C", "O", "O", "N", "H", "H", "H", "H", "H", "H", "H"],
  "coordinates": [[1.11143, -0.93637, 0.09178], [0.21780, -0.02192, 0.86865], [-0.00842, 1.36628, 0.41393], [0.76351, 1.79240, -0.46088], [-1.41624, 0.00028, 0.34165], [-1.71062, -0.16214, -1.01850], [2.14721, -0.62206, 0.22703], [0.98742, -1.96161, 0.44359], [0.90992, -0.89491, -0.97636], [0.27650, -0.11606, 1.95700], [-0.68914, 2.02068, 0.98224], [-1.33774, -1.05716, -1.33392], [-1.25164, 0.59259, -1.53620]],
  "nbo_charge": [-0.664, 0.023, 0.378, -0.599, -0.412, -0.478, 0.251, 0.224, 0.231, 0.214, 0.156, 0.334, 0.342],
  "homo_lumo_gap_ev": 10.14,
  "charge": 0,
  "energy_ev": -8805.8312,
  "relative_energy_kj_mol": 453.26,
  "smiles": "C[C@@H](C=O)ON"
}

Q: What is the formula in the first record?
A: C25H29NOS6Sn